{"formula": "H6O3Tl", "method": "ωB97M-V/def2-TZVPD", "total_energy_ha": -400.19258, "e_homo_ev": -28.850, "relative_energy_kcal_mol": 59.4, "gap_ev": 7.3, "lumo_ev": -21.6, "fmax_ha_per_bohr": 0.0782, "total_charge": 3, "symbols": ["Tl", "O", "H", "H", "O", "H", "H", "O", "H", "H"], "coordinates": [[1.602077, -0.637383, 0.008699], [-0.392483, -1.241993, -0.305891], [-0.426983, -2.053213, -0.812811], [-1.289313, -0.908053, -0.326101], [0.583917, 1.038927, -0.766071], [-0.269713, 1.417627, -0.555961], [0.825737, 1.440467, -1.600641], [0.075577, 0.194717, 1.216209], [-0.725563, -0.274033, 1.450099], [0.016747, 1.022937, 1.692469]], "forces_ev_per_a": [[0.30, 0.50, 0.47], [0.15, -3.64, -1.70], [-0.66, -1.27, -0.62], [-1.03, 0.73, -0.28], [1.69, 1.38, -2.37], [-0.85, 0.25, 0.58], [0.61, 0.72, -1.17], [-0.37, 1.22, 2.69], [-0.40, -0.98, 1.15], [0.56, 1.10, 1.24]], "lowdin_charge": [1.9668, 0.0235, 0.1554, 0.1679, 0.0387, 0.1554, 0.1614, 0.0095, 0.1518, 0.1696]}